Entry 1:
{
  "formula": "C6H7N3O4",
  "method": "ωB97M-V with the def2-TZVPD basis set",
  "smiles": "C[C@@]1(C(=O)[O-])NN=N[C@]1(C)C(=O)[O-]",
  "charge": -2,
  "total_energy_ha": -698.01936,
  "homo_lumo_gap_ev": 6.7,
  "homo_energy_ev": -0.2,
  "fmax_ev_per_a": 4.46,
  "lumo_energy_ev": 6.439,
  "relative_energy_kcal_mol": 0.00,
  "symbols": ["O", "O", "O", "O", "N", "N", "N", "C", "C", "C", "C", "C", "C", "H", "H", "H", "H", "H", "H", "H"],
  "positions_angstrom": [[1.909, -1.837, -1.464], [1.337, 2.350, -0.070], [0.199, 1.618, -1.892], [2.723, -0.628, 0.265], [0.259, -1.382, 1.434], [0.525, -0.448, 2.219], [0.345, 0.788, 1.670], [1.889, -1.091, -0.479], [-1.547, 1.035, 0.328], [0.212, -0.843, 0.039], [0.549, 1.615, -0.691], [-0.119, 0.628, 0.312], [-0.735, -1.536, -0.881], [-0.463, -2.516, -1.031], [-2.067, 0.423, 0.915], [-1.770, -1.583, -0.320], [-0.856, -0.940, -1.825], [-1.829, 0.796, -0.639], [1.248, 1.401, 1.535], [-1.807, 2.151, 0.575]],
  "atomic_forces_ev_per_a": [[0.6, -0.1, -0.5], [1.0, 1.4, -0.5], [0.0, -0.1, 0.4], [1.1, 0.7, 0.6], [0.3, 0.3, -0.4], [-0.1, -1.1, 0.5], [2.6, 2.2, -0.3], [-3.0, -0.8, 0.1], [0.5, 3.2, -1.3], [1.1, 0.4, 0.4], [0.1, -0.4, 0.8], [0.5, 0.4, -0.8], [-2.9, 2.2, 1.1], [0.8, -2.1, -0.7], [-2.4, -2.4, 2.9], [1.5, 0.1, -1.2], [0.2, -0.7, 0.8], [-1.3, 0.2, -2.2], [-1.6, -1.3, 0.7], [1.0, -2.0, -0.4]],
  "lowdin_charge": [-0.070, -0.069, -0.054, -0.019, 0.032, -0.064, -0.024, -0.652, -0.065, -0.347, -0.682, -0.454, -0.077, 0.024, 0.017, 0.096, 0.097, 0.038, 0.145, 0.128]
}

=====

Entry 2:
{
  "formula": "C20H21O9",
  "method": "ωB97M-V with the def2-TZVPD basis set",
  "charge": -1,
  "total_energy_ha": -1451.90128,
  "homo_lumo_gap_ev": 6.6,
  "homo_energy_ev": -3.7,
  "fmax_ev_per_a": 4.35,
  "lumo_energy_ev": 2.858,
  "symbols": ["O", "O", "O", "O", "O", "O", "O", "O", "O", "C", "C", "C", "C", "C", "C", "C", "C", "C", "C", "C", "C", "C", "C", "C", "C", "C", "C", "C", "C", "H", "H", "H", "H", "H", "H", "H", "H", "H", "H", "H", "H", "H", "H", "H", "H", "H", "H", "H", "H", "H"],
  "positions_angstrom": [[-3.357, -1.185, -1.738], [3.163, -1.925, 4.222], [-1.686, 2.433, -1.119], [2.242, 3.035, -1.181], [-3.141, -2.418, 0.312], [0.133, 3.226, -2.209], [2.347, 2.272, 0.913], [-1.499, -0.256, -2.580], [-1.322, -2.228, 1.577], [2.402, -1.312, 3.265], [-0.085, 0.584, 0.331], [1.749, 2.274, -0.163], [-4.855, -0.698, 0.116], [-1.274, -0.932, -0.379], [-4.065, -1.770, -0.615], [0.350, -0.145, 2.665], [1.532, 2.937, -2.451], [-2.047, -0.745, -1.623], [1.722, 1.566, -3.097], [2.051, -0.565, 0.979], [-0.487, 2.404, -1.287], [1.124, -0.766, 3.611], [0.452, 1.596, -0.446], [-5.002, -2.891, -1.099], [2.846, -1.194, 1.917], [4.578, -2.061, 3.892], [2.137, 4.091, -3.275], [-1.914, -1.851, 0.583], [0.800, -0.050, 1.342], [-0.615, 0.321, 2.904], [-5.636, -0.324, -0.560], [-4.455, -3.679, -1.629], [0.761, -0.814, 4.648], [3.862, -1.524, 1.645], [5.074, -2.204, 4.850], [-5.327, -1.137, 1.006], [2.804, 1.402, -3.221], [-1.174, 0.660, 0.476], [2.008, 5.038, -2.728], [1.638, 4.141, -4.249], [1.279, 0.756, -2.489], [1.227, 1.594, -4.081], [-0.269, -1.308, -0.645], [2.448, -0.453, -0.046], [-5.765, -2.477, -1.765], [4.767, -2.936, 3.255], [-4.195, 0.128, 0.408], [3.209, 3.890, -3.405], [4.969, -1.155, 3.400], [-5.505, -3.342, -0.236]],
  "atomic_forces_ev_per_a": [[-0.5, -0.4, 0.5], [1.0, 0.2, -0.3], [0.4, 0.2, -0.6], [-0.4, -0.1, -0.6], [-0.7, 0.8, -0.6], [0.4, -0.2, -0.3], [-0.5, 0.2, -1.7], [-0.6, 0.0, -0.9], [-0.8, -0.2, -0.2], [-0.9, 0.7, -1.3], [-1.5, 1.7, 2.0], [-0.2, -1.1, 1.2], [0.1, 0.1, -0.1], [-1.5, -3.4, -2.2], [1.1, -0.3, 0.2], [0.1, 0.2, -0.9], [0.0, 0.5, 1.0], [1.6, 0.0, 0.8], [0.0, 0.1, -0.1], [-0.4, 0.1, -0.2], [0.7, -0.8, 1.4], [1.3, -0.7, 0.9], [0.3, 1.4, -1.5], [0.3, 0.2, -0.1], [0.3, -0.1, 1.3], [-0.8, 0.1, 0.3], [-0.5, -0.5, 0.3], [1.8, 0.3, 0.2], [-0.5, -0.5, -0.3], [0.5, -0.4, 0.1], [0.2, 0.0, 0.2], [0.0, 0.3, 0.1], [0.4, -0.1, -0.4], [-0.8, 0.1, 0.0], [0.0, 0.0, 0.0], [0.2, 0.2, -0.2], [-0.3, 0.0, 0.0], [1.5, 1.2, 1.3], [0.0, -0.4, -0.2], [0.1, 0.1, 0.2], [0.2, 0.5, -0.5], [0.2, -0.1, 0.3], [-0.7, 0.1, 0.2], [-0.5, 0.0, 0.6], [0.2, 0.0, 0.1], [-0.2, 0.2, 0.1], [-0.2, -0.1, 0.0], [-0.3, 0.1, 0.0], [-0.2, -0.3, 0.3], [0.2, 0.2, -0.1]],
  "lowdin_charge": [0.059, -0.101, 0.093, 0.048, 0.044, 0.063, 0.069, 0.079, 0.079, -0.255, -0.049, -0.416, 0.008, -0.034, -0.515, -0.033, -0.509, -0.457, 0.013, -0.030, -0.418, -0.001, -0.088, 0.002, -0.022, -0.080, 0.006, -0.449, -0.214, 0.131, 0.093, 0.091, 0.114, 0.099, 0.080, 0.095, 0.094, 0.120, 0.093, 0.087, 0.085, 0.100, 0.151, 0.133, 0.086, 0.088, 0.099, 0.089, 0.092, 0.089]
}

=====

Entry 3:
{
  "formula": "H2N2O2S",
  "method": "ωB97M-V with the def2-TZVPD basis set",
  "smiles": "O=S1(=O)NN1",
  "total_energy_ha": -659.26314,
  "homo_lumo_gap_ev": 11.8,
  "homo_energy_ev": -11.2,
  "fmax_ev_per_a": 6.81,
  "lumo_energy_ev": 0.519,
  "relative_energy_kcal_mol": 25.58,
  "symbols": ["S", "O", "O", "N", "N", "H", "H"],
  "positions_angstrom": [[0.639, 1.338, 0.724], [0.123, 1.635, 2.036], [1.503, 2.164, 0.044], [0.634, -0.289, 0.365], [-0.612, 0.531, -0.157], [0.365, -0.817, 1.172], [-0.588, 0.673, -1.150]],
  "atomic_forces_ev_per_a": [[-5.6, -3.6, 1.6], [1.0, 0.0, -0.7], [2.5, 1.9, -1.8], [1.0, 1.4, -1.3], [1.0, 1.0, 2.4], [-0.7, -0.3, 0.5], [0.8, -0.4, -0.8]],
  "lowdin_charge": [0.600, -0.291, -0.242, -0.106, -0.085, 0.065, 0.058]
}

=====

Entry 4:
{
  "formula": "C8H11N2",
  "method": "ωB97M-V with the def2-TZVPD basis set",
  "smiles": "C#CC1=C(C)N=CC[N@H+]1C",
  "charge": 1,
  "total_energy_ha": -420.48911,
  "homo_lumo_gap_ev": 9.4,
  "homo_energy_ev": -13.6,
  "fmax_ev_per_a": 5.73,
  "lumo_energy_ev": -4.216,
  "relative_energy_kcal_mol": 132.30,
  "symbols": ["N", "N", "C", "C", "C", "C", "C", "C", "C", "C", "H", "H", "H", "H", "H", "H", "H", "H", "H", "H", "H"],
  "positions_angstrom": [[-1.419, 1.449, -0.219], [-0.321, -1.127, 0.383], [-0.398, -1.548, -1.046], [0.712, 2.483, -0.225], [-2.144, 0.490, 0.248], [2.269, -0.264, 0.008], [0.505, 0.061, 0.243], [-0.032, 1.264, -0.008], [3.376, -0.753, 0.064], [-1.582, -0.664, 0.999], [1.653, 2.277, 0.247], [0.921, 2.647, -1.264], [0.236, 3.326, 0.180], [-1.434, -0.302, 1.947], [-0.945, -0.839, -1.768], [4.254, -1.243, 0.220], [-3.175, 0.571, 0.226], [-0.881, -2.580, -0.903], [0.240, -1.806, 1.023], [-2.381, -1.536, 1.098], [0.544, -1.906, -1.453]],
  "atomic_forces_ev_per_a": [[-0.9, -1.9, 0.9], [2.5, 0.8, 0.1], [-2.2, -3.9, -0.7], [1.9, -0.9, 0.0], [1.9, 1.2, -0.4], [-4.4, 0.1, 1.3], [5.6, 1.0, -0.3], [-0.8, -0.7, -0.6], [-3.5, 1.4, -0.1], [-2.9, -2.9, -1.7], [0.8, 0.7, 0.3], [-0.1, 0.1, -0.7], [-0.7, 1.1, 0.6], [1.0, 0.6, 2.6], [0.8, -1.0, 1.7], [2.1, -0.8, 0.0], [-2.0, 0.2, -0.3], [-0.3, 1.5, -1.0], [-1.4, 1.1, -1.5], [1.9, 1.6, -0.5], [0.5, 1.0, 0.4]],
  "lowdin_charge": [0.167, -0.104, 0.003, -0.004, -0.077, 0.034, -0.096, -0.311, 0.108, -0.076, 0.081, 0.108, 0.089, 0.118, 0.158, 0.013, 0.110, 0.133, 0.248, 0.197, 0.102]
}

=====

Entry 5:
{
  "formula": "C9H11N3O2",
  "method": "ωB97M-V with the def2-TZVPD basis set",
  "smiles": "C/C=C1\\N=CN[C@H]1C=C=C(N)C(=O)O",
  "total_energy_ha": -664.16536,
  "homo_lumo_gap_ev": 8.3,
  "homo_energy_ev": -7.9,
  "fmax_ev_per_a": 5.75,
  "lumo_energy_ev": 0.434,
  "relative_energy_kcal_mol": 66.35,
  "symbols": ["O", "O", "N", "N", "N", "C", "C", "C", "C", "C", "C", "C", "C", "C", "H", "H", "H", "H", "H", "H", "H", "H", "H", "H", "H"],
  "positions_angstrom": [[2.905, -1.681, 2.193], [2.732, -1.593, -0.022], [-2.061, 0.799, -1.103], [-0.638, 2.100, -2.321], [0.396, -0.394, 2.381], [-0.832, 0.205, -1.099], [-1.698, -1.731, 0.264], [1.093, 1.573, -0.511], [0.225, 1.129, -1.723], [-1.892, 1.852, -1.825], [-0.562, -0.947, -0.539], [2.349, -1.268, 1.060], [1.106, -0.301, 1.217], [1.312, 0.815, 0.515], [-0.293, 3.148, -2.445], [-1.996, -2.711, -0.127], [0.898, 0.656, -2.491], [-0.239, 0.302, 2.540], [-2.511, -1.028, 0.231], [-0.025, -1.257, 2.584], [-1.455, -1.822, 1.347], [0.291, -1.686, -0.625], [2.367, -1.352, 3.044], [-2.694, 2.520, -2.074], [1.226, 2.673, -0.470]],
  "atomic_forces_ev_per_a": [[-1.2, 0.5, 3.0], [0.4, -0.1, 0.0], [-0.9, 1.4, -0.8], [1.0, 3.4, -0.4], [1.5, -1.1, 0.4], [2.1, -0.4, -1.1], [0.9, 1.6, -0.3], [-0.6, 2.0, 0.0], [0.6, -2.0, 0.3], [-0.7, 0.4, 0.4], [-1.0, -5.4, 1.6], [-1.9, 0.7, 0.0], [3.5, 0.6, -0.6], [-0.8, -0.5, 0.2], [-1.2, -3.2, 0.3], [0.3, 0.3, -0.1], [-0.6, 0.3, 0.8], [-1.8, 2.3, 0.4], [-0.9, -0.2, 0.1], [-0.4, -1.4, 0.1], [0.1, -0.2, -0.8], [-0.5, 2.0, -0.5], [1.5, -0.7, -2.9], [-0.3, 0.3, 0.0], [0.7, -0.7, -0.2]],
  "lowdin_charge": [0.094, 0.125, 0.121, 0.027, 0.130, -0.333, -0.062, -0.029, -0.241, -0.192, -0.090, -0.497, -0.272, 0.017, 0.196, 0.069, 0.165, 0.080, 0.039, 0.076, 0.045, 0.125, 0.180, 0.117, 0.109]
}